# 1
81
Properties=species:S:1:pos:R:3:forces:R:3 method="wB97M-V/def2-TZVPD" homo_ev=-9.15 fmax_ev_per_a=3.01 total_charge=0 e_tot_ev=-130543.3978 multiplicity=1 e_lumo_ev=-0.2
C 7.5851 -2.9652 -10.7257 0.424 0.128 0.056
N 8.7506 -3.2613 -9.8734 1.029 -0.410 1.057
C 9.3615 -2.0684 -9.1537 -0.152 -0.541 -1.260
P 9.0367 -4.8580 -9.1738 -1.182 0.747 -1.770
O 8.7912 -4.9330 -7.7042 0.019 -0.245 -1.225
N 8.0513 -5.9321 -10.1566 1.293 1.732 0.166
C 8.0182 -5.9400 -11.6746 2.072 0.619 1.413
C 6.8997 -6.6616 -9.6357 0.079 0.593 -1.142
N 10.6599 -5.2293 -9.5102 -0.632 0.842 2.334
C 11.2719 -6.0743 -8.4974 0.310 -0.973 -0.042
C 11.1929 -5.2781 -10.8314 -0.714 0.018 -0.499
H 6.6237 -3.0608 -10.2210 -0.098 -0.400 -0.043
H 7.6560 -3.5311 -11.6546 -0.446 -0.201 0.274
H 7.6104 -1.9324 -11.0733 0.330 0.183 0.354
H 8.9660 -1.1457 -9.5784 -0.896 -0.218 0.289
H 10.3968 -1.8870 -9.4425 0.513 -0.829 0.286
H 9.2674 -2.0685 -8.0678 -0.151 -0.154 -0.097
H 7.0386 -5.8310 -12.1401 -0.141 -0.349 0.412
H 8.6326 -5.1259 -12.0591 -0.137 0.263 0.154
H 8.6223 -6.7798 -12.0181 -0.757 -0.618 -0.188
H 7.0329 -7.6676 -10.0336 -0.412 -0.312 0.567
H 6.7065 -6.5993 -8.5647 0.400 -0.064 -0.166
H 6.0928 -6.1960 -10.2016 -0.842 -0.420 0.495
H 12.3256 -6.2304 -8.7284 0.128 0.312 -0.033
H 11.1678 -5.7422 -7.4644 -0.104 0.493 -0.285
H 10.8550 -7.0814 -8.5086 -0.218 -0.342 -0.038
H 10.9599 -4.2906 -11.2298 0.191 -0.162 -0.783
H 10.6908 -6.0796 -11.3733 0.081 0.067 -0.607
H 12.2591 -5.4943 -10.8985 0.027 0.201 0.439
C 10.9388 0.9100 -10.1167 1.500 1.081 0.484
N 9.8656 1.4172 -9.2136 -0.169 0.933 -0.915
O 9.7948 0.9246 -8.1219 -0.101 -0.666 0.865
O 9.1684 2.3363 -9.6048 0.122 -0.361 -0.187
H 10.6182 0.0909 -10.7604 0.084 0.212 0.421
H 11.7824 0.7592 -9.4432 -0.264 -1.193 0.103
H 11.3789 1.7514 -10.6520 -0.952 0.083 -0.657
C 14.6006 -4.1245 -9.1661 0.411 0.232 -1.441
N 15.4741 -5.2927 -9.4173 1.649 -0.385 -0.202
O 16.6557 -5.1751 -9.1185 -0.761 -0.015 0.281
O 15.0364 -6.2437 -10.0277 -0.601 -0.158 0.173
H 15.2552 -3.3323 -9.5295 -0.184 0.440 0.773
H 14.2957 -4.0527 -8.1220 0.041 -0.024 -0.258
H 13.8472 -4.2091 -9.9492 -0.574 -0.033 0.750
C 6.4947 -10.4095 -9.0624 0.761 -0.199 0.162
N 5.2148 -10.0686 -8.4046 -0.805 -2.352 -0.133
O 4.8204 -8.9515 -8.5387 -0.418 1.316 0.238
O 4.5968 -10.9932 -7.8596 0.870 1.175 -0.354
H 6.5937 -9.8278 -9.9789 -0.259 -0.244 0.096
H 6.5420 -11.4896 -9.2008 -0.095 0.264 -0.077
H 7.2964 -10.0959 -8.3937 -0.075 -0.025 0.081
C 10.6729 -7.2197 -4.8117 0.132 -0.704 -0.879
N 9.5003 -6.7261 -4.0501 1.844 2.082 -0.251
O 8.8602 -7.6037 -3.5134 -0.640 1.280 0.062
O 9.3768 -5.4762 -4.0670 -0.904 -2.800 0.638
H 10.2093 -7.5102 -5.7544 0.195 -0.377 -0.061
H 11.0849 -8.0800 -4.2842 -0.180 0.090 -0.154
H 11.4534 -6.5054 -5.0740 -0.445 0.405 0.616
Cl 9.4176 -3.6476 -14.4829 -0.700 -0.335 -0.798
C 9.7549 -2.0601 -13.7732 1.274 -0.937 1.466
C 8.5669 -1.1572 -13.6372 -0.899 -0.149 -1.545
Cl 8.8310 0.2882 -12.6447 0.083 -0.246 -0.044
H 10.6497 -1.7098 -14.2877 -0.451 0.577 -0.066
H 10.0872 -2.4328 -12.8043 0.078 0.774 0.380
H 7.6792 -1.6935 -13.3018 0.321 -0.037 0.499
H 8.2659 -0.8309 -14.6327 0.166 0.344 -0.010
Cl 4.9863 -2.2623 -6.6439 0.603 0.068 0.128
C 6.7951 -2.3108 -6.2689 -1.404 0.325 -0.698
C 6.9786 -2.8912 -4.8885 0.083 -1.139 -0.603
Cl 8.5790 -2.4754 -4.3492 1.217 0.823 0.615
H 7.1635 -1.2911 -6.3814 -0.140 -0.052 0.260
H 7.1766 -2.9134 -7.0932 0.340 -0.177 0.483
H 7.0685 -3.9749 -4.9622 -0.659 -0.030 0.003
H 6.2305 -2.6194 -4.1438 0.115 0.227 -0.289
Cl 13.8358 -3.5008 -5.3509 0.023 -0.378 0.569
C 12.2752 -3.0208 -6.0364 -0.359 -0.085 -0.585
C 12.2351 -1.5482 -6.2314 0.417 0.784 -0.943
Cl 12.1711 -0.5836 -4.7644 -0.236 0.058 0.609
H 11.3692 -3.3267 -5.5133 0.431 -0.460 0.513
H 12.2769 -3.5037 -7.0137 -0.325 0.105 -0.100
H 11.3846 -1.2791 -6.8577 -0.081 0.020 0.098
H 13.1506 -1.2120 -6.7181 -0.091 -0.090 -0.236

***

# 2
24
Properties=species:S:1:pos:R:3:forces:R:3 method="wB97M-V/def2-TZVPD" e_above_lowest_kj_mol=54.6 homo_ev=-6.57 fmax_ev_per_a=5.98 total_charge=0 e_tot_ev=-19015.0522 multiplicity=1 e_lumo_ev=-0.1
C -2.6197 -0.6770 -1.5988 -0.804 -0.307 -0.389
C -1.5863 -1.2035 -1.3158 1.493 0.567 -0.409
C -0.1614 -1.6000 -1.2745 -0.656 -1.018 0.343
N 0.5406 -1.2055 -0.0108 -0.197 -0.339 -0.619
C -0.3043 -1.4140 1.2438 0.276 0.273 1.462
N -0.8773 -0.2307 1.7791 -0.245 -0.442 -0.151
C 1.1965 0.1867 -0.0440 -0.996 0.027 -1.507
N 0.2945 1.1630 -0.6514 0.017 -0.771 0.514
C 0.1746 2.5042 -0.0594 -0.275 0.175 -0.604
H -3.5660 -0.3540 -1.9764 0.082 0.089 0.359
H -0.1296 -2.7014 -1.3295 0.048 0.291 0.029
H 0.4179 -1.2335 -2.1267 -0.295 0.210 0.156
H 1.3247 -1.8511 0.0841 0.029 0.143 -0.065
H 0.4015 -1.7845 2.0026 -0.115 0.061 -0.317
H -1.0440 -2.2133 1.1074 0.149 0.320 -0.569
H -0.2098 0.3328 2.2923 -0.017 0.124 -0.217
H -1.3980 0.3033 1.0963 0.044 0.062 0.110
H 2.0825 0.0955 -0.6967 -0.191 -0.529 0.361
H 1.6509 0.4604 1.0328 -2.422 -1.824 -2.435
H 0.4389 1.2235 -1.6485 0.101 0.140 0.070
H 1.1543 2.9699 0.0389 -0.248 0.130 0.418
H -0.3725 2.4617 0.8881 0.419 0.077 -0.030
H -0.4107 3.1581 -0.7284 0.005 -0.525 0.044
I 2.7438 1.5899 1.7574 3.799 3.065 3.447

***

| no. | frontier orbital gap (eV) |
| --- | --- |
| 1 | 8.930 |
| 2 | 6.506 |